No. 1
The following is a quantum chemistry calculation of a 3-piece molecular cluster, C35H62FIN2O12P2S overall, from OMol25.

```
116
Properties=species:S:1:pos:R:3
C 2.49 -6.83 1.88
C 2.89 -5.40 1.43
C 1.75 -4.84 0.59
N 1.94 -3.40 0.23
C 0.80 -2.61 0.48
C 0.86 -1.59 1.47
I 2.59 -1.18 2.58
C -0.27 -0.85 1.68
C -1.48 -1.05 1.02
C -1.54 -2.04 0.05
S -3.06 -2.29 -0.85
C -0.39 -2.80 -0.23
C -0.48 -3.84 -1.34
C -0.46 -3.09 -2.71
F -1.50 -3.50 -3.53
C -2.51 -0.05 1.53
O -3.70 -0.09 1.53
N -1.69 1.00 2.11
C -1.37 1.96 1.03
C -2.63 2.63 0.43
C -3.01 2.10 -0.97
C -4.48 2.41 -1.24
C -5.03 1.60 -2.44
C -5.29 0.13 -2.05
C -6.73 -0.36 -2.28
C -6.93 -1.67 -1.50
O -8.01 -1.54 -0.55
C -8.16 -2.61 0.24
C -9.56 -2.82 0.76
O -7.27 -3.35 0.56
C -0.55 0.30 2.63
O 0.00 0.59 3.65
H 3.28 -7.55 1.69
H 1.64 -7.15 1.27
H 2.14 -6.85 2.91
H 3.78 -5.54 0.80
H 3.11 -4.76 2.28
H 1.70 -5.45 -0.31
H 0.80 -4.93 1.14
H 2.70 -3.08 0.82
H -3.71 -3.24 -0.15
H 0.39 -4.48 -1.36
H -1.40 -4.41 -1.24
H 0.46 -3.34 -3.23
H -0.51 -2.01 -2.55
H -0.74 1.53 0.24
H -0.76 2.75 1.50
H -2.44 3.70 0.29
H -3.44 2.56 1.14
H -2.86 1.01 -1.04
H -2.34 2.56 -1.70
H -4.61 3.46 -1.52
H -5.09 2.16 -0.37
H -5.89 2.08 -2.90
H -4.23 1.60 -3.18
H -4.95 -0.07 -1.04
H -4.65 -0.50 -2.69
H -7.44 0.40 -1.96
H -6.91 -0.59 -3.33
H -6.01 -1.91 -0.96
H -7.15 -2.50 -2.18
H -9.90 -1.92 1.27
H -10.24 -3.12 -0.04
H -9.53 -3.62 1.50
O 8.91 -5.16 -3.80
P 7.80 -5.26 -2.82
O 8.43 -4.79 -1.38
C 9.42 -3.77 -1.30
C 8.82 -2.42 -0.99
O 7.66 -6.87 -2.60
C 8.28 -7.80 -3.49
C 9.61 -8.26 -2.93
O 6.25 -5.12 -2.38
C 5.68 -3.83 -2.13
C 5.73 -2.92 -3.34
H 10.02 -3.71 -2.21
H 10.10 -4.06 -0.49
H 8.15 -2.09 -1.80
H 9.60 -1.66 -0.88
H 8.23 -2.45 -0.07
H 8.40 -7.38 -4.48
H 7.60 -8.65 -3.57
H 10.27 -7.42 -2.72
H 10.11 -8.93 -3.63
H 9.46 -8.80 -1.99
H 6.17 -3.37 -1.26
H 4.64 -4.00 -1.85
H 6.76 -2.76 -3.68
H 5.29 -1.95 -3.10
H 5.17 -3.36 -4.17
O -0.73 9.60 1.93
P -1.98 9.20 2.62
O -2.11 7.58 2.41
C -0.96 6.74 2.37
C -0.70 6.11 3.72
O -3.14 9.75 1.62
C -2.85 10.68 0.59
C -2.64 9.97 -0.73
O -3.05 9.29 3.83
C -2.76 8.72 5.11
C -1.53 9.33 5.76
H -0.07 7.27 2.03
H -1.16 5.95 1.65
H -0.46 6.87 4.47
H 0.15 5.42 3.67
H -1.57 5.56 4.07
H -1.98 11.30 0.84
H -3.70 11.35 0.51
H -1.86 9.21 -0.65
H -2.36 10.67 -1.52
H -3.56 9.46 -1.03
H -2.67 7.64 5.02
H -3.63 8.91 5.74
H -0.64 9.19 5.13
H -1.34 8.86 6.73
H -1.67 10.40 5.91
```

Values from the calculation:
* electronic energy: -105084.315 eV
* molar mass: 942.8 Da
* structure (SMILES): CCCNc1c(I)c2c(c(S)c1CCF)C(=O)N(CCCCCCCCOC(C)=O)C2=O.CCOP(=O)(OCC)OCC.CCOP(=O)(OCC)OCC
* highest occupied orbital energy: -9.12 eV

Mulliken atomic charge list, values in e, 8 entries: -1.286, -0.006, -1.010, 0.002, 0.819, -0.906, 0.032, 0.490



No. 2
The following is a quantum chemistry calculation of C20H46OP4SeY as an isolated structure, from OMol25.

```
73
Properties=species:S:1:pos:R:3
Y -0.31 -0.70 0.68
P 0.14 1.99 1.95
P -2.78 0.65 0.24
P 2.51 -0.08 0.21
H -1.46 -3.52 -6.28
C -0.69 -4.11 -5.81
C -0.66 -4.30 -4.49
H -1.42 -3.92 -3.81
C 0.37 3.54 0.99
C -1.16 2.58 3.11
C 1.59 2.15 3.06
C -3.50 -0.19 -1.23
C -4.21 0.54 1.40
C -3.04 2.40 -0.27
C 2.99 -1.08 -1.26
C 3.88 -0.55 1.35
C 3.18 1.56 -0.35
H 0.02 -4.64 -6.49
H 0.10 -4.98 -4.10
H 0.48 4.39 1.70
H -0.49 3.75 0.34
H 1.27 3.50 0.36
H -0.83 3.55 3.54
H -1.31 1.87 3.94
H -2.13 2.75 2.61
H 1.50 3.08 3.66
H 2.54 2.21 2.50
H 1.66 1.30 3.76
H -4.58 -0.02 -1.26
H -3.32 -1.27 -1.15
H -3.03 0.18 -2.14
H -5.07 1.10 1.00
H -3.93 0.96 2.37
H -4.51 -0.51 1.55
H -4.11 2.63 -0.36
H -2.55 2.60 -1.23
H -2.61 3.08 0.48
H 4.08 -1.00 -1.39
H 2.49 -0.73 -2.17
H 2.72 -2.12 -1.08
H 4.80 -0.76 0.80
H 3.60 -1.44 1.92
H 4.08 0.26 2.07
H 4.20 1.44 -0.72
H 3.19 2.28 0.47
H 2.55 1.96 -1.16
C -0.02 0.92 -3.94
C -0.54 -0.34 -4.23
C -0.38 -0.80 -5.54
C 0.32 -0.06 -6.48
C 0.88 1.17 -6.15
C 0.70 1.67 -4.86
Se -0.06 1.73 -2.19
H 0.79 0.51 -1.93
H -1.06 -0.91 -3.47
H -0.77 -1.77 -5.82
H 0.43 -0.51 -7.48
H 1.44 1.74 -6.91
H 1.11 2.61 -4.51
C -0.51 -0.59 5.26
P 0.02 -1.87 4.14
C 1.73 -2.26 4.48
C -0.98 -3.32 4.35
O -0.14 -1.39 2.65
H -1.59 -0.43 5.13
H 0.02 0.35 5.08
H -0.34 -0.88 6.31
H 1.88 -2.61 5.51
H 2.07 -3.06 3.80
H 2.37 -1.37 4.33
H -2.04 -3.04 4.22
H -0.72 -4.05 3.58
H -0.87 -3.79 5.34
```

Values from the calculation:
* total charge: +3
* relative energy (zero: lowest compared OMol25 entry of this formula, charge and spin): 0.00 kcal per mole
* electronic energy: -127055.864 eV
* molar mass: 594.3 Da
* highest occupied orbital energy: -15.83 eV

Mulliken atomic charge list, values in e, 8 entries: 0.577, 1.025, 0.869, 0.789, 0.363, -0.653, -0.391, 0.272



No. 3
The following is a quantum chemistry calculation of the molecule C3H5NOS2, from OMol25.

```
12
Properties=species:S:1:pos:R:3
C 0.72 0.67 1.46
C -1.19 0.22 -0.15
C -0.17 -0.66 -0.75
N -0.55 0.73 1.15
O 1.65 1.23 -0.84
S 2.79 -1.35 0.02
S 1.45 -0.02 -0.13
H -1.33 1.08 -0.78
H -2.07 -0.34 0.21
H -0.14 -1.61 -0.28
H 0.09 -0.81 -1.73
H -1.27 0.87 1.84
```

Values from the calculation:
* relative energy (zero: lowest compared OMol25 entry of this formula, charge and spin): 84.94 kcal per mole
* electronic energy: -28396.547 eV
* molar mass: 135.2 Da
* highest occupied orbital energy: -9.10 eV

natural (NBO) atomic charge list, values in e, 8 entries: -0.012, -0.265, -0.628, -0.570, -0.950, -0.383, 1.452, 0.236



No. 4
The following is a quantum chemistry calculation of C10H13MnN2O4S4 as an isolated structure, from OMol25.

```
34
Properties=species:S:1:pos:R:3
Mn -1.80 2.05 0.74
C 4.21 0.04 -1.99
O 3.75 -1.04 -1.22
C 2.60 -0.82 -0.48
C 2.25 -1.85 0.39
C 1.11 -1.69 1.16
C 0.30 -0.56 1.10
C -0.93 -0.41 1.96
C -1.33 -1.69 2.70
O -1.98 0.19 1.43
C 0.66 0.49 0.20
O 0.00 1.59 0.08
C 1.84 0.32 -0.58
H 5.17 -0.27 -2.40
H 4.35 0.94 -1.38
H 3.53 0.28 -2.81
H 2.86 -2.74 0.45
H 0.84 -2.49 1.83
H -0.58 -2.04 3.41
H -1.52 -2.48 1.97
H -2.26 -1.47 3.23
H 2.09 1.13 -1.24
S -3.66 3.23 1.20
S -2.11 4.20 0.32
S -1.08 2.50 2.83
S -0.33 0.79 3.47
N -2.28 0.67 -3.15
C -2.31 0.59 -1.78
N -2.10 -0.61 -1.22
O -2.56 1.61 -1.13
H -2.51 -0.16 -3.67
H -2.64 1.54 -3.52
H -1.53 -1.28 -1.71
H -2.05 -0.56 -0.19
```

Values from the calculation:
* total charge: -1
* 2S+1: 2
* relative energy (zero: lowest compared OMol25 entry of this formula, charge and spin): 27.02 kcal per mole
* ⟨S²⟩: 1.1344
* electronic energy: -96415.367 eV
* molar mass: 408.4 Da
* highest occupied orbital energy (spin up / spin down): -3.83 / -3.66 eV

natural (NBO) atomic charge list, values in e, 8 entries: 0.584, -0.247, -0.511, 0.311, -0.361, -0.157, -0.288, 0.323